Density functional theory data (the ωB97M-V functional and the def2-TZVPD basis) for C6H8BrN2O as an isolated structure at a distorted geometry.

As for the total charge: +1. The energy relative to the best compared isomer or geometry (same formula, charge and spin) is 576.6 kJ/mol. Its spin multiplicity is 1. The value obtained for the LUMO energy (alpha / beta) is -7.054 / -7.055 eV. Its HOMO-LUMO gap (alpha / beta) is 4.958 / 4.957 eV.

XYZ file:
```
18
Properties=species:S:1:pos:R:3:mulliken_charge:R:1
C 1.865 0.685 0.140 -0.250
C -0.993 -0.080 -0.059 0.012
C -0.961 -1.343 0.172 0.386
C -0.564 1.295 0.252 1.074
C -1.408 2.364 0.231 -1.131
C -0.914 -2.688 0.517 -0.868
N 1.848 0.169 -1.037 -0.251
N 0.783 1.404 0.539 -0.135
O 2.834 -0.638 -1.494 -0.364
Br -3.077 -0.320 -0.890 -0.025
H 2.843 0.968 0.587 0.381
H -0.916 3.299 0.471 0.279
H -2.454 2.449 -0.051 0.275
H -1.914 -3.211 0.259 0.315
H -0.892 -2.769 1.709 0.328
H -0.108 -3.268 -0.083 0.337
H 1.031 2.183 1.126 0.278
H 2.997 -0.500 -2.389 0.358
```



Density functional theory data (the ωB97M-V functional and the def2-TZVPD basis) for a 10-piece molecular cluster, C37H71BBr2Cl18FNO8P overall at a distorted geometry.

As for the total charge: -1. Its spin multiplicity is 1. The value obtained for the LUMO energy is 1.606 eV. Its HOMO-LUMO gap is 7.358 eV.

XYZ file:
```
140
Properties=species:S:1:pos:R:3:mulliken_charge:R:1
C 0.040 -1.655 3.961 -0.553
C 0.383 -0.628 2.703 0.063
O 1.112 -1.188 1.596 -0.003
C 0.605 -2.356 0.932 -0.453
C 1.571 -3.547 1.607 -0.934
B 2.985 -3.024 2.234 0.649
O 3.251 -3.305 3.692 -0.645
O 4.096 -2.344 1.544 -0.535
O -0.686 -2.967 1.147 -0.793
P -1.926 -2.921 -0.128 1.546
C -1.265 -4.633 -0.593 -0.693
C -0.699 -4.987 -2.055 -0.841
C -3.001 -3.444 1.427 0.664
C -3.619 -4.920 1.478 -0.071
O -3.768 -5.558 2.670 -0.656
C -2.222 -1.176 0.591 -0.325
C -3.528 -0.330 0.358 0.158
F -3.200 1.125 0.617 -0.459
C -3.316 -2.983 -1.446 -0.084
Br -5.252 -2.994 -0.794 -0.075
C -3.238 -2.076 -2.777 -0.403
C -2.598 -0.619 -2.866 0.029
Br -2.493 -3.079 -4.408 -0.238
O -0.654 -2.314 -1.203 -0.135
C 0.711 -2.122 -0.721 0.371
C 1.968 -2.972 -1.338 -0.301
C 2.301 -2.803 -2.922 -0.375
N 1.445 -2.561 -3.963 -0.731
C 1.048 -0.599 -1.276 -0.081
C 2.557 -0.044 -0.985 0.057
C 3.419 0.329 -2.368 0.205
O 2.876 0.813 -3.487 -0.595
O 4.892 0.128 -2.248 -0.233
H 0.994 -2.196 4.378 0.188
H -0.391 -1.010 4.855 0.337
H -0.759 -2.469 3.705 -0.028
H 1.120 0.171 3.206 0.287
H -0.567 0.039 2.425 0.085
H 1.634 -4.515 0.941 0.210
H 0.915 -3.900 2.546 0.006
H 3.568 -2.446 4.132 0.285
H 4.172 -1.427 1.986 0.287
H -0.393 -4.890 0.184 0.148
H -2.016 -5.553 -0.458 0.198
H -0.064 -4.291 -2.660 0.038
H -0.072 -6.000 -1.943 0.245
H -1.623 -5.314 -2.738 0.348
H -2.328 -3.397 2.419 -0.450
H -3.851 -2.678 1.683 -0.075
H -3.959 -5.562 0.532 0.224
H -2.139 -1.334 1.777 0.506
H -1.303 -0.441 0.380 -0.341
H -4.321 -0.592 1.213 -0.069
H -4.118 -0.338 -0.632 -0.009
H -3.267 -4.116 -1.857 0.528
H -4.384 -1.943 -3.115 0.545
H -1.970 -0.209 -1.976 0.264
H -3.454 0.192 -3.056 -0.335
H -1.892 -0.520 -3.825 0.131
H 2.999 -2.788 -0.764 0.195
H 1.784 -4.143 -1.185 0.442
H 3.446 -2.930 -3.239 0.306
H 0.505 -2.486 -3.537 0.205
H 0.871 -0.487 -2.452 0.062
H 0.320 0.237 -0.831 0.330
H 3.204 -0.693 -0.252 -0.207
H 2.468 1.015 -0.436 0.390
H 5.079 -0.861 -2.203 0.237
Cl 7.648 -1.322 -2.533 -0.302
C 8.430 0.255 -2.806 0.243
C 8.254 0.743 -4.236 -0.350
Cl 9.166 -0.247 -5.401 -0.199
H 9.487 0.161 -2.540 0.291
H 7.966 0.963 -2.112 -0.232
H 8.630 1.767 -4.327 0.227
H 7.201 0.740 -4.536 0.261
Cl -4.181 2.671 -3.574 -0.149
C -3.116 3.360 -4.825 -0.405
C -2.402 2.284 -5.627 -0.640
Cl -1.192 1.411 -4.653 -0.023
H -2.407 4.034 -4.334 0.293
H -3.751 3.957 -5.487 0.321
H -1.865 2.740 -6.464 0.363
H -3.105 1.550 -6.033 0.310
Cl 6.289 2.889 -1.408 -0.108
C 5.374 4.262 -2.082 -0.628
C 5.102 4.096 -3.569 -0.258
Cl 6.588 4.222 -4.543 -0.202
H 5.936 5.178 -1.874 0.387
H 4.429 4.311 -1.534 0.355
H 4.430 4.888 -3.913 0.381
H 4.633 3.132 -3.788 0.069
Cl -5.981 3.495 4.712 -0.130
C -4.916 4.184 3.461 -0.589
C -4.202 3.107 2.659 -0.232
Cl -2.992 2.235 3.632 -0.147
H -4.207 4.858 3.952 0.323
H -5.551 4.781 2.799 0.353
H -3.665 3.563 1.821 0.319
H -4.905 2.374 2.253 0.072
Cl -7.561 0.999 0.177 -0.141
C -8.638 -0.289 0.775 -0.369
C -8.160 -0.869 2.097 -0.632
Cl -6.653 -1.800 1.917 -0.086
H -8.710 -1.058 0.000 0.309
H -9.627 0.160 0.901 0.217
H -8.912 -1.557 2.493 0.342
H -7.989 -0.086 2.842 0.322
Cl -7.393 2.506 7.514 -0.175
C -6.341 1.618 8.644 -0.404
C -4.881 2.022 8.508 -0.527
Cl -4.177 1.488 6.962 -0.095
H -6.481 0.547 8.467 0.306
H -6.698 1.845 9.653 0.291
H -4.292 1.556 9.303 0.331
H -4.755 3.107 8.583 0.289
Cl 11.307 -1.429 -0.452 -0.183
C 11.228 -2.644 -1.753 -0.333
C 12.331 -2.454 -2.783 -0.441
Cl 12.104 -0.972 -3.745 -0.156
H 10.235 -2.588 -2.210 0.154
H 11.329 -3.624 -1.277 0.351
H 12.329 -3.292 -3.487 0.280
H 13.318 -2.406 -2.313 0.331
Cl 6.270 3.244 3.164 -0.186
C 7.629 3.800 2.155 -0.165
C 8.333 5.008 2.755 -0.425
Cl 7.314 6.468 2.713 -0.193
H 7.243 4.014 1.154 0.056
H 8.329 2.962 2.078 0.291
H 9.235 5.235 2.179 0.293
H 8.628 4.828 3.793 0.324
Cl -10.827 2.877 0.519 -0.185
C -10.045 4.454 0.245 -0.352
C -10.221 4.942 -1.184 -0.431
Cl -9.309 3.952 -2.350 -0.160
H -8.988 4.360 0.511 0.230
H -10.509 5.162 0.939 0.317
H -9.845 5.965 -1.276 0.283
H -11.273 4.938 -1.485 0.307
```



Density functional theory data (the ωB97M-V functional and the def2-TZVPD basis) for C2H6BaO9 as an isolated structure at a distorted geometry.

As for the total charge: -2. The energy relative to the best compared isomer or geometry (same formula, charge and spin) is 77.7 kJ/mol. Its spin multiplicity is 1. The value obtained for the LUMO energy is 3.811 eV. Its HOMO-LUMO gap is 2.853 eV.

XYZ file:
```
18
Properties=species:S:1:pos:R:3:mulliken_charge:R:1
Ba -20.169 -11.254 -10.055 1.560
C -19.849 -13.382 -7.660 0.750
O -20.563 -12.309 -7.510 -0.797
O -19.492 -13.708 -8.886 -0.907
O -19.388 -14.060 -6.690 -0.841
C -20.637 -8.684 -8.129 0.643
O -19.566 -9.361 -7.863 -0.787
O -21.524 -8.540 -7.199 -0.786
O -20.988 -8.563 -9.380 -0.884
O -22.624 -12.795 -10.156 -0.523
H -22.782 -12.993 -9.217 0.322
H -23.469 -12.926 -10.593 0.209
O -17.513 -10.589 -10.689 -0.556
H -16.777 -10.272 -11.218 0.218
H -17.174 -10.619 -9.782 0.338
O -22.605 -10.414 -11.520 -0.432
H -23.557 -10.500 -11.425 0.235
H -22.480 -9.703 -12.159 0.239
```



Density functional theory data (the ωB97M-V functional and the def2-TZVPD basis) for a 4-piece molecular cluster, C20H48BCl2INO9S3 overall.

As for the total charge: -1. Its spin multiplicity is 1. The value obtained for the LUMO energy is 1.885 eV. Its HOMO-LUMO gap is 6.796 eV.

XYZ file:
```
85
Properties=species:S:1:pos:R:3:mulliken_charge:R:1
C -3.830 -3.139 4.251 -1.434
C -3.023 -3.570 3.028 0.326
C -1.478 -3.589 3.105 0.157
Cl -0.917 -3.422 4.852 -0.278
B -0.635 -2.599 2.065 -0.315
I 0.986 -4.162 1.190 -0.462
C 0.377 -1.478 2.694 -0.766
C -0.098 -0.114 3.219 -0.457
C -0.897 -0.171 4.504 0.187
Cl -1.639 1.439 4.880 -0.287
C -1.446 -2.196 0.697 -1.016
C -2.165 -0.840 0.576 -0.701
C -3.152 -0.468 1.679 0.234
C -4.623 -0.646 1.302 -0.499
C -5.557 -0.494 2.506 -0.625
N -6.509 0.622 2.286 -0.632
H -3.765 -3.867 5.053 0.384
H -3.538 -2.160 4.621 0.198
H -4.879 -3.071 3.958 0.380
H -3.353 -4.582 2.790 0.388
H -3.349 -2.956 2.195 -0.456
H -1.185 -4.614 2.929 0.521
H 0.995 -1.920 3.476 0.476
H 1.084 -1.235 1.898 0.018
H 0.784 0.489 3.443 0.462
H -0.645 0.464 2.484 0.137
H -1.705 -0.884 4.494 -0.605
H -0.260 -0.385 5.354 0.521
H -0.747 -2.229 -0.137 0.521
H -2.166 -2.985 0.461 0.319
H -2.712 -0.826 -0.369 0.265
H -1.413 -0.058 0.476 0.224
H -2.968 -1.028 2.590 -0.513
H -3.023 0.583 1.940 0.599
H -4.779 -1.603 0.808 0.407
H -4.904 0.155 0.622 0.399
H -6.149 -1.390 2.671 0.248
H -4.965 -0.321 3.407 0.310
H -7.224 0.592 3.002 0.225
H -6.017 1.493 2.446 0.225
O 2.631 0.841 1.294 -0.494
S 3.938 0.768 0.725 1.118
O 5.012 1.486 1.342 -0.633
O 3.843 1.182 -0.810 -0.296
C 3.111 2.386 -1.125 -0.317
C 3.911 3.646 -0.866 -0.808
C 4.429 -0.900 0.469 -0.913
H 2.168 2.381 -0.576 0.290
H 2.880 2.286 -2.184 0.290
H 4.081 3.799 0.199 0.277
H 3.369 4.507 -1.258 0.399
H 4.884 3.584 -1.353 0.112
H 3.634 -1.436 -0.043 0.314
H 4.599 -1.333 1.452 0.380
H 5.347 -0.889 -0.112 0.279
O 7.506 2.944 -1.600 -0.518
S 8.846 2.565 -1.919 1.112
O 9.897 3.529 -1.819 -0.616
O 8.858 1.922 -3.374 -0.297
C 8.192 2.661 -4.423 -0.249
C 9.021 3.821 -4.935 -1.008
C 9.287 1.118 -1.026 -0.929
H 7.218 2.990 -4.060 0.245
H 8.027 1.924 -5.206 0.284
H 9.129 4.597 -4.180 0.298
H 8.537 4.254 -5.811 0.389
H 10.018 3.482 -5.215 0.266
H 8.497 0.383 -1.144 0.281
H 9.381 1.415 0.016 0.378
H 10.236 0.750 -1.406 0.339
O -4.683 -0.607 -2.096 -0.582
S -6.026 -0.322 -2.490 1.212
O -6.985 -1.380 -2.564 -0.653
O -5.977 0.429 -3.897 -0.321
C -5.164 -0.177 -4.925 -0.325
C -5.842 -1.361 -5.584 -0.974
C -6.680 0.996 -1.531 -0.926
H -4.199 -0.452 -4.497 0.315
H -4.997 0.624 -5.643 0.274
H -5.945 -2.195 -4.892 0.291
H -5.248 -1.692 -6.437 0.391
H -6.837 -1.086 -5.931 0.258
H -5.958 1.808 -1.521 0.304
H -6.831 0.611 -0.522 0.305
H -7.624 1.308 -1.969 0.373
```



Density functional theory data (the ωB97M-V functional and the def2-TZVPD basis) for one molecule with the formula C29H54N6O6.

As for the total charge: 0. The energy relative to the best compared isomer or geometry (same formula, charge and spin) is 5.6 kJ/mol. Its spin multiplicity is 1. The value obtained for the LUMO energy is 0.672 eV. Its HOMO-LUMO gap is 8.899 eV.

XYZ file:
```
95
Properties=species:S:1:pos:R:3:mulliken_charge:R:1
C -0.162 5.767 -0.735 -1.411
C -0.144 4.980 -2.039 0.051
C 1.293 4.601 -2.429 -0.952
N 1.442 3.753 -3.597 1.013
C 0.842 2.442 -3.456 -0.547
H -0.132 2.356 -3.958 0.340
C 1.765 1.357 -4.034 0.565
O 1.018 0.167 -4.110 -0.677
H 1.616 -0.577 -4.262 0.472
C 3.032 1.202 -3.168 -1.531
N 2.752 0.478 -1.948 0.646
C 2.640 -0.879 -1.880 0.123
O 2.837 -1.651 -2.786 -0.700
C 2.222 -1.220 -0.453 1.561
N 2.223 0.094 0.170 0.709
C 2.545 1.076 -0.708 0.518
O 2.657 2.254 -0.463 -0.669
C 2.079 0.365 1.577 -2.131
N 0.718 0.392 2.036 0.674
C 0.133 -0.694 2.598 0.395
O 0.634 -1.778 2.784 -0.661
N -1.165 -0.332 2.951 0.602
C -1.449 0.956 2.606 0.295
O -2.501 1.519 2.777 -0.703
C -0.181 1.533 1.977 1.486
C 0.337 2.714 2.798 -2.118
H 0.664 2.381 3.781 0.424
H 1.168 3.194 2.287 0.428
H -0.465 3.437 2.922 0.431
C -0.498 1.962 0.543 -1.249
H -1.302 2.693 0.565 0.731
H 0.379 2.413 0.087 -0.074
H -0.822 1.108 -0.047 0.272
C -2.166 -1.305 3.319 -1.416
H -1.719 -2.042 3.986 0.105
H -2.975 -0.767 3.821 0.319
C -2.680 -1.997 2.047 2.020
O -3.099 -1.050 1.093 -0.581
H -3.748 -0.460 1.496 0.459
H -1.842 -2.523 1.580 -0.523
C -3.781 -3.027 2.374 -2.233
N -3.209 -4.259 2.871 1.037
C -3.303 -5.379 1.950 -0.984
H -4.280 -5.400 1.440 0.477
H -3.226 -6.295 2.537 0.417
C -2.180 -5.385 0.901 -0.408
C -2.526 -4.654 -0.392 -1.101
H -2.708 -3.597 -0.224 0.183
H -3.415 -5.089 -0.846 0.372
H -1.706 -4.746 -1.102 0.354
H -1.948 -6.423 0.653 0.469
H -1.289 -4.946 1.352 0.114
C -3.542 -4.594 4.244 -1.046
C -2.423 -5.377 4.936 -0.417
C -1.135 -4.571 5.039 -0.904
H -0.818 -4.244 4.053 0.067
H -1.279 -3.698 5.672 0.226
H -0.343 -5.176 5.474 0.464
H -2.768 -5.654 5.935 0.446
H -2.223 -6.299 4.389 0.271
H -3.692 -3.662 4.794 0.498
H -4.480 -5.174 4.306 0.231
H -4.478 -2.588 3.099 0.570
H -4.342 -3.206 1.449 0.231
H 2.592 -0.414 2.150 0.399
H 2.539 1.342 1.758 0.472
C 0.827 -1.851 -0.506 -1.707
H 0.853 -2.702 -1.181 0.625
H 0.534 -2.194 0.482 0.228
H 0.095 -1.138 -0.877 0.325
C 3.223 -2.174 0.197 -2.135
H 3.362 -3.032 -0.455 0.448
H 4.185 -1.683 0.339 0.451
H 2.844 -2.518 1.156 0.404
H 3.397 2.194 -2.900 0.735
H 3.798 0.645 -3.714 0.161
H 2.096 1.666 -5.038 0.352
H 0.686 2.222 -2.400 -0.679
C 1.141 4.392 -4.868 -1.052
H 0.192 4.951 -4.836 0.303
C 2.262 5.329 -5.324 -0.556
C 3.591 4.597 -5.456 -0.973
H 4.378 5.284 -5.758 0.411
H 3.859 4.150 -4.503 0.144
H 3.518 3.807 -6.199 0.260
H 1.977 5.759 -6.287 0.431
H 2.370 6.152 -4.616 0.290
H 1.031 3.604 -5.616 0.514
H 1.866 5.513 -2.605 0.520
H 1.762 4.077 -1.592 0.014
H -0.743 4.074 -1.927 0.281
H -0.598 5.582 -2.830 0.312
H 0.397 6.694 -0.842 0.419
H 0.292 5.186 0.064 0.166
H -1.182 6.013 -0.448 0.400
```



Density functional theory data (the ωB97M-V functional and the def2-TZVPD basis) for C37H42F3N3O5TeV as an isolated structure at a distorted geometry.

As for the total charge: 0. The energy relative to the best compared isomer or geometry (same formula, charge and spin) is 503.5 kJ/mol. Its spin multiplicity is 2. The value obtained for the LUMO energy (alpha / beta) is -0.716 / -0.723 eV. Its HOMO-LUMO gap (alpha / beta) is 5.289 / 6.997 eV.

XYZ file:
```
92
Properties=species:S:1:pos:R:3:mulliken_charge:R:1
V 0.418 -0.543 1.496 0.770
O -0.500 -2.915 0.941 -0.345
C -1.783 -3.371 0.963 -0.925
C -2.884 -2.581 0.595 1.249
C -4.159 -3.158 0.521 -0.831
C -5.250 -2.404 0.152 -0.426
C -5.138 -1.057 -0.141 -0.727
C -3.881 -0.463 -0.060 -0.214
C -2.740 -1.193 0.293 -1.051
O -1.538 -0.630 0.337 0.887
N -6.571 -3.067 0.061 1.040
O -7.538 -2.400 -0.261 -0.647
O -6.633 -4.263 0.296 -0.630
H -1.917 -4.396 1.289 0.380
H -4.292 -4.209 0.746 0.524
H -6.021 -0.497 -0.420 0.503
H -3.752 0.597 -0.262 0.441
F 2.687 1.288 1.809 -0.146
C 2.057 0.251 2.456 0.633
F 3.084 -0.669 2.655 -0.289
F 1.792 0.758 3.696 -0.332
C -1.532 2.459 2.441 -1.859
C -1.011 1.982 1.130 1.046
O -1.602 2.303 0.045 -0.417
N 0.057 1.232 0.982 -0.067
Te -0.209 1.000 -1.162 0.371
C -0.757 2.227 -2.897 0.467
C -0.137 1.675 -4.042 0.526
C 0.771 0.448 -4.060 -1.603
C -0.361 2.263 -5.286 -0.910
C -1.194 3.352 -5.450 0.312
C -1.422 3.981 -6.804 -1.691
C -1.842 3.833 -4.326 -0.763
C -1.671 3.301 -3.050 1.271
C -2.516 3.971 -1.984 -1.151
C 1.836 1.615 -1.269 1.008
C 2.223 2.962 -1.192 0.308
C 1.264 4.137 -1.146 -1.700
C 3.584 3.251 -1.153 -0.757
C 4.555 2.260 -1.163 0.431
C 6.023 2.601 -1.052 -1.693
C 4.139 0.937 -1.220 -0.821
C 2.797 0.591 -1.262 0.985
C 2.470 -0.895 -1.321 -2.026
H -1.664 3.541 2.396 0.445
H -0.856 2.196 3.247 0.371
H -2.513 2.009 2.610 0.356
H 0.313 -0.424 -3.586 0.150
H 1.731 0.638 -3.574 0.301
H 0.979 0.166 -5.091 0.449
H 0.134 1.835 -6.153 0.302
H -0.788 3.525 -7.565 0.350
H -1.208 5.052 -6.778 0.356
H -2.464 3.864 -7.117 0.352
H -2.531 4.669 -4.436 0.358
H -3.127 4.743 -2.453 0.396
H -1.912 4.439 -1.208 0.229
H -3.181 3.270 -1.489 0.148
H 0.325 3.903 -0.651 0.005
H 1.018 4.484 -2.153 0.360
H 1.717 4.969 -0.605 0.492
H 3.893 4.294 -1.089 0.401
H 6.212 3.642 -1.319 0.384
H 6.629 1.963 -1.698 0.388
H 6.370 2.452 -0.025 0.312
H 4.885 0.144 -1.211 0.417
H 3.292 -1.476 -0.911 0.452
H 2.301 -1.231 -2.346 0.274
H 1.575 -1.185 -0.775 0.394
C 2.629 -4.857 1.603 -1.046
N 1.498 -4.402 2.410 0.128
C 1.046 -5.461 3.307 -1.123
C 1.849 -3.138 3.090 -1.852
C 0.711 -2.444 3.826 1.986
C 0.460 -2.860 5.135 -0.161
C -0.587 -2.328 5.877 -0.761
C -1.398 -1.358 5.307 -0.914
C -1.117 -0.893 4.029 -0.619
C -0.060 -1.397 3.261 -0.010
H 2.360 -5.773 1.077 0.352
H 3.516 -5.054 2.219 0.360
H 2.884 -4.099 0.861 0.222
H 0.090 -3.602 1.400 0.319
H 1.818 -5.716 4.049 0.326
H 0.822 -6.351 2.721 0.342
H 0.144 -5.159 3.831 0.360
H 2.258 -2.498 2.306 0.239
H 2.677 -3.319 3.785 0.640
H 1.110 -3.606 5.590 0.448
H -0.761 -2.665 6.894 0.385
H -2.238 -0.952 5.862 0.435
H -1.751 -0.116 3.614 0.371
```